1.
{
  "formula": "C13H24BFN2O5",
  "method": "ωB97M-V with the def2-TZVPD basis set",
  "smiles": "C#CB(C(=O)NC(=O)F)N(C)C(C)=O.CC(C)O.CC(C)O",
  "molar_mass_g_mol": 318.15,
  "orbital_gap_ev": 8.5,
  "charge": 0,
  "symbols": ["C", "C", "B", "C", "O", "N", "C", "O", "F", "N", "C", "C", "C", "O", "H", "H", "H", "H", "H", "H", "H", "H", "C", "C", "C", "O", "H", "H", "H", "H", "H", "H", "H", "H", "C", "C", "C", "O", "H", "H", "H", "H", "H", "H", "H", "H"],
  "coordinates": [[-0.9707, 0.1303, -4.7177], [0.1182, 0.0504, -3.7976], [1.2660, -0.1178, -2.5864], [2.4062, 1.0767, -2.2915], [3.6286, 0.8197, -2.8349], [2.0747, 2.3411, -1.5252], [2.1057, 3.5764, -2.3991], [1.0917, 4.0289, -3.1562], [3.3849, 4.3790, -2.3713], [1.1788, -1.3873, -1.7594], [2.4146, -2.2523, -1.8716], [0.8116, -1.0628, -0.3285], [1.8430, -0.8689, 0.9307], [-0.5080, -0.8646, -0.0542], [-1.8086, -0.2734, -5.4658], [1.1993, 2.2593, -0.9630], [3.3943, -1.6983, -1.5230], [2.2417, -3.2764, -1.2915], [2.5341, -2.5461, -3.0205], [2.9594, -1.0304, 0.6193], [1.6592, 0.2087, 1.3861], [1.5522, -1.6510, 1.7654], [1.7132, 0.1540, 5.4629], [1.5498, -1.3575, 5.4665], [2.4060, -2.0050, 6.5431], [1.9221, -1.8758, 4.1920], [2.7518, 0.4356, 5.2558], [1.1006, 0.6055, 4.6750], [1.4197, 0.5851, 6.4251], [0.4974, -1.6136, 5.6297], [3.4693, -1.8001, 6.3743], [2.2878, -3.0937, 6.5259], [2.1333, -1.6387, 7.5378], [2.8553, -1.6530, 4.0385], [-5.8071, 0.0490, -2.8235], [-4.4344, 0.6234, -2.5124], [-4.5415, 1.9877, -1.8497], [-3.6875, 0.7427, -3.7204], [-6.3555, 0.6972, -3.5163], [-5.7143, -0.9274, -3.3112], [-6.4012, -0.0699, -1.9119], [-3.8883, -0.0627, -1.8559], [-5.0450, 2.7046, -2.5080], [-3.5459, 2.3943, -1.6429], [-5.0975, 1.9269, -0.9090], [-4.1649, 1.3502, -4.3096]]
}

2.
{
  "formula": "C5H8O2",
  "method": "ωB97M-V with the def2-TZVPD basis set",
  "molar_mass_g_mol": 100.12,
  "orbital_gap_ev": 10.0,
  "charge": 0,
  "symbols": ["O", "C", "C", "C", "C", "C", "O", "H", "H", "H", "H", "H", "H", "H", "H"],
  "coordinates": [[2.2646, -0.6498, -0.8531], [0.7154, -0.0498, 0.8123], [0.4103, 1.1327, 0.2786], [-0.8193, 0.7577, -0.5480], [-1.5846, -0.0465, 0.5291], [-0.3686, -0.9471, 0.2204], [-0.4572, -0.5152, -1.1682], [1.5973, -1.1290, -1.3671], [1.4514, -0.3443, 1.5452], [0.7339, 2.1117, 0.5993], [1.8678, 0.2404, -0.8671], [-1.2768, 1.4683, -1.2300], [-1.6485, 0.3946, 1.5286], [-2.5191, -0.4666, 0.1752], [-0.3557, -2.0269, 0.3627]]
}

3.
{
  "formula": "C9H40O11",
  "method": "ωB97M-V with the def2-TZVPD basis set",
  "molar_mass_g_mol": 324.41,
  "orbital_gap_ev": 7.4,
  "charge": 0,
  "symbols": ["C", "O", "H", "H", "H", "H", "C", "O", "H", "H", "H", "H", "C", "O", "H", "H", "H", "H", "C", "O", "H", "H", "H", "H", "C", "O", "H", "H", "H", "H", "O", "H", "H", "O", "H", "H", "O", "H", "H", "O", "H", "H", "C", "C", "O", "H", "H", "H", "H", "H", "H", "C", "C", "O", "H", "H", "H", "H", "H", "H"],
  "coordinates": [[2.7844, 1.4706, -0.0620], [3.6812, 1.7715, -1.1372], [1.8334, 0.9753, -0.2579], [3.3372, 0.7622, 0.5549], [2.5160, 2.3790, 0.4773], [3.3105, 2.4233, -1.7367], [0.2081, 0.2993, -0.0176], [0.4208, 0.8163, 1.2796], [-0.3684, -0.6239, 0.0406], [-0.3780, 0.9435, -0.6731], [1.1701, 0.1491, -0.5076], [0.8608, 0.1508, 1.8135], [1.9626, 0.1573, -2.6921], [1.7942, -1.2210, -2.3387], [1.7371, 0.4058, -3.7291], [1.2839, 0.7221, -2.0529], [2.9522, 0.5558, -2.4683], [0.8906, -1.3624, -2.0466], [-2.2884, 0.8712, -1.1403], [-1.7595, -0.4087, -1.4014], [-2.4206, 1.0364, -0.0710], [-1.6705, 1.6300, -1.6205], [-3.2744, 0.9722, -1.5940], [-2.2170, -0.7075, -2.1907], [-2.1562, -1.4112, 0.7021], [-3.3516, -2.1357, 0.8922], [-1.6328, -1.6823, -0.2148], [-2.4336, -0.3587, 0.7608], [-1.5260, -1.5867, 1.5739], [-3.9690, -1.4997, 1.2608], [0.7529, 2.6219, 0.8256], [0.6050, 1.6809, 0.9204], [0.2472, 3.0171, 1.5357], [0.7988, -0.7048, 2.2580], [1.2737, -0.2663, 2.9641], [0.7585, -1.6219, 2.5294], [0.0514, -0.7342, -1.9611], [-0.1993, -1.1224, -2.7993], [-0.7628, -0.3729, -1.6109], [0.6219, 2.6716, -1.1222], [0.7182, 2.6894, -0.1700], [-0.3166, 2.7867, -1.2707], [-1.9056, 0.4725, 2.7376], [-1.7125, 1.4362, 1.6256], [-2.7769, 2.3451, 1.3807], [-2.7473, -0.1777, 2.4989], [-2.2705, 0.9657, 3.6385], [-1.0599, -0.1673, 2.9896], [-1.5879, 0.9568, 0.6547], [-0.7760, 1.9710, 1.7843], [-2.5332, 3.1756, 1.7959], [1.0706, -2.0188, -0.1714], [1.6206, -3.4502, -0.3947], [0.5601, -4.3906, -0.4334], [0.9318, -1.7018, 0.8622], [0.1076, -1.8227, -0.6429], [1.7598, -1.2554, -0.5325], [2.2441, -3.7266, 0.4555], [2.2814, -3.4835, -1.2609], [0.9473, -5.2673, -0.4901]]
}

4.
{
  "formula": "C6H10N2O2",
  "method": "ωB97M-V with the def2-TZVPD basis set",
  "smiles": "[H]/N=C(\\O)[C@@]12C[C@@H]1N[C@@H]2CO",
  "molar_mass_g_mol": 142.16,
  "orbital_gap_ev": 9.8,
  "charge": 0,
  "symbols": ["O", "C", "C", "N", "C", "C", "C", "C", "N", "H", "H", "H", "H", "H", "H", "H", "H", "O", "H", "H"],
  "coordinates": [[-7.3450, 1.9409, -1.3151], [-6.0436, 1.5844, -1.7330], [-5.3080, 0.8250, -0.6468], [-5.9495, -0.4610, -0.2362], [-4.6782, -1.1554, -0.4252], [-4.2904, -1.1172, -1.8551], [-4.0072, 0.1018, -0.9991], [-2.6812, 0.7062, -0.8008], [-2.5023, 1.8151, -0.2092], [-7.8269, 1.1296, -1.1221], [-6.0835, 0.9844, -2.6571], [-5.5050, 2.5154, -1.9557], [-5.1459, 1.4760, 0.2227], [-6.2239, -0.4375, 0.7402], [-4.2806, -1.8695, 0.2959], [-3.4220, -1.7220, -2.1249], [-5.0598, -1.0634, -2.6284], [-1.5646, -0.1374, -0.8159], [-1.7734, -0.9963, -1.1988], [-1.4922, 1.7991, 0.1163]]
}